{
  "formula": "C2H4N2O2S",
  "method": "ωB97M-V/def2-TZVPD",
  "elements": ["C", "C", "H", "H", "H", "H", "N", "N", "O", "O", "S"],
  "positions_angstrom": [[1.09997, -0.32053, -0.56096], [-1.13657, -1.22632, -0.03207], [1.11528, 1.80253, 1.11965], [1.15897, -1.27327, -1.41990], [-1.66648, 0.70236, 0.82408], [-0.78707, -2.10305, -0.48358], [2.01531, 0.64939, -0.54700], [-0.23944, -0.23756, 0.09773], [1.89179, 1.83527, 0.12804], [-0.75967, 1.03155, 0.42689], [-2.69209, -0.86036, 0.44713]],
  "atomic_forces_ev_per_a": [[0.3, 1.6, -1.4], [-1.1, 2.7, 1.1], [2.9, -0.2, -4.6], [0.2, 3.1, 3.0], [0.7, 0.5, -0.5], [0.5, -1.3, -0.4], [-2.5, -2.7, -0.2], [1.6, -0.1, -1.3], [-3.0, -1.0, 4.1], [0.5, -1.3, 0.5], [0.1, -1.2, -0.2]],
  "multiplicity": 1,
  "total_energy_ev": -20043.088,
  "fmax_ev_per_a": 5.5,
  "e_lumo_ev": -0.245,
  "charge": 0,
  "e_above_lowest_kj_mol": 617.0,
  "homo_ev": -9.127
}